a | Formula: C4H13NO2
Source: OMol25
Level of theory: wB97M-V/def2-TZVPD

Values from the calculation:
Molecular weight: 107.15 g/mol

```
! RIJCOSX wB97M-V def2-TZVPD def2/J DEFGRID3
* xyz 0 1
C 0.320 -0.207 -1.792
C -0.870 0.113 -0.797
C -1.105 1.669 -1.040
N -0.756 -0.163 0.704
C 0.155 0.606 1.440
O 1.333 0.021 1.724
H 0.737 -1.281 -1.687
H -0.058 -0.279 -2.777
H 0.960 0.437 -1.437
H -1.827 -0.370 -1.088
H -2.114 2.301 -0.719
H -0.497 2.248 -0.369
H -1.053 1.925 -2.086
H -0.642 -1.134 0.802
H 0.511 1.660 1.068
H -0.346 0.901 2.457
H 1.889 0.763 2.261
O 0.897 -3.243 1.428
H 0.698 -2.619 0.825
H 1.769 -3.348 1.085
*
```

Results of the natural (NBO) charge analysis, in e, for atoms 1 through 6: -0.621 -0.038 -0.644 -0.640 0.111 -0.722

***

b | Formula: C4H13NO2
Source: OMol25
Level of theory: wB97M-V/def2-TZVPD

Values from the calculation:
Molecular weight: 107.15 g/mol

```
! RIJCOSX wB97M-V def2-TZVPD def2/J DEFGRID3
* xyz 0 1
C 0.579 0.171 -2.639
C 1.430 -0.016 -1.645
C 1.269 0.764 -0.342
N 0.064 0.367 0.419
C -0.802 1.435 0.888
H 0.647 -0.434 -3.527
H -0.159 0.958 -2.775
H 2.186 -0.791 -1.588
H 1.353 1.842 -0.531
H 2.045 0.522 0.425
H -0.508 -0.141 -0.251
H -0.594 1.691 1.933
H -1.872 1.216 0.839
H -0.653 2.386 0.356
O 1.179 -1.967 2.250
H 1.998 -1.476 2.402
H 0.555 -1.359 1.800
O -2.967 -1.344 0.503
H -2.691 -2.153 0.069
H -3.058 -1.672 1.414
*
```

Results of the natural (NBO) charge analysis, in e, for atoms 1 through 6: -0.393 -0.188 -0.269 -0.649 -0.419 0.197

***

Tell me which of them is the most stable. Sure, it is b.

***

a | Formula: H8O4
Source: OMol25
Level of theory: wB97M-V/def2-TZVPD

Values from the calculation:
Molecular weight: 72.06 g/mol

```
! RIJCOSX wB97M-V def2-TZVPD def2/J DEFGRID3
* xyz 0 1
O -2.973 0.083 0.868
H -2.075 0.291 1.038
H -3.163 0.457 0.009
O -0.140 -0.054 1.152
H 0.615 0.494 0.880
H 0.238 -0.941 0.919
O 0.877 -1.916 -0.450
H 1.704 -1.463 -0.687
H 0.143 -1.667 -1.015
O 1.331 1.765 -0.676
H 2.274 1.735 -0.589
H 1.168 1.216 -1.448
*
```

Results of the natural (NBO) charge analysis, in e, for atoms 1 through 6: -0.956 0.493 0.455 -0.992 0.479 0.491

***

b | Formula: H8O4
Source: OMol25
Level of theory: wB97M-V/def2-TZVPD

Values from the calculation:
Molecular weight: 72.06 g/mol

```
! RIJCOSX wB97M-V def2-TZVPD def2/J DEFGRID3
* xyz 0 1
O -1.305 1.574 -0.604
H -0.391 1.435 -0.954
H -1.209 2.302 0.016
O -1.269 -0.913 0.509
H -1.360 0.009 0.153
H -1.991 -1.383 0.074
O 1.247 0.648 -0.911
H 2.026 0.646 -1.471
H 1.270 -0.155 -0.332
O 1.308 -1.395 0.951
H 1.282 -1.127 1.869
H 0.391 -1.640 0.702
*
```

Results of the natural (NBO) charge analysis, in e, for atoms 1 through 6: -0.975 0.516 0.477 -1.001 0.509 0.474

***

c | Formula: H8O4
Source: OMol25
Level of theory: wB97M-V/def2-TZVPD

Values from the calculation:
Molecular weight: 72.06 g/mol

```
! RIJCOSX wB97M-V def2-TZVPD def2/J DEFGRID3
* xyz 0 1
O 11.095 -18.975 13.860
H 10.577 -18.326 13.384
H 11.415 -19.490 13.103
O 10.041 -16.845 12.368
H 10.429 -16.067 12.801
H 9.190 -16.988 12.732
O 11.796 -16.404 15.391
H 11.543 -17.265 15.085
H 11.496 -16.421 16.293
O 11.299 -19.946 11.144
H 10.425 -19.483 11.050
H 11.928 -19.257 10.986
*
```

Results of the natural (NBO) charge analysis, in e, for atoms 1 through 6: -0.989 0.470 0.490 -0.957 0.500 0.477

***

Tell me which of them is the most stable. Sure, it is b.

***

a | Formula: H8O4
Source: OMol25
Level of theory: wB97M-V/def2-TZVPD

Values from the calculation:
Molecular weight: 72.06 g/mol

```
! RIJCOSX wB97M-V def2-TZVPD def2/J DEFGRID3
* xyz 0 1
O -1.419 -3.159 -0.935
H -0.757 -2.455 -0.826
H -1.629 -3.152 -1.873
O -0.716 1.000 0.904
H -1.207 1.811 0.727
H -1.216 0.540 1.588
O 2.057 2.391 0.842
H 1.691 3.121 1.351
H 1.329 1.763 0.751
O 0.513 -0.986 -0.775
H 1.119 -0.685 -1.460
H 0.235 -0.192 -0.294
*
```

Results of the natural (NBO) charge analysis, in e, for atoms 1 through 6: -0.966 0.495 0.460 -0.969 0.488 0.495

***

b | Formula: H8O4
Source: OMol25
Level of theory: wB97M-V/def2-TZVPD

Values from the calculation:
Molecular weight: 72.06 g/mol

```
! RIJCOSX wB97M-V def2-TZVPD def2/J DEFGRID3
* xyz 0 1
H 1.067 -1.796 -0.132
H 0.064 -0.656 -0.204
H -1.041 3.222 -0.561
H 0.161 2.466 -0.017
H 3.017 -0.607 0.933
H 2.927 -0.952 -0.544
H -3.499 -0.748 0.575
H -3.133 -1.831 -0.427
O 0.988 -0.845 -0.001
O -0.362 3.264 0.122
O 2.554 -0.366 0.123
O -2.743 -1.151 0.134
*
```

Results of the natural (NBO) charge analysis, in e, for atoms 1 through 6: 0.453 0.428 0.465 0.474 0.448 0.454

***

Tell me which of them is the most stable. Sure, it is a.

***

a | Formula: H8O4
Source: OMol25
Level of theory: wB97M-V/def2-TZVPD

Values from the calculation:
Molecular weight: 72.06 g/mol

```
! RIJCOSX wB97M-V def2-TZVPD def2/J DEFGRID3
* xyz 0 1
O -0.737 -1.861 -0.859
H -0.644 -2.246 0.018
H -0.560 -0.908 -0.746
O 1.703 0.421 0.264
H 2.597 0.351 -0.088
H 1.137 0.554 -0.510
O -0.822 0.947 -1.456
H -1.259 0.619 -2.254
H -1.469 1.530 -1.039
O -0.032 0.366 2.576
H -0.547 -0.353 2.199
H 0.632 0.580 1.895
*
```

Results of the natural (NBO) charge analysis, in e, for atoms 1 through 6: -0.959 0.467 0.481 -0.970 0.483 0.492

***

b | Formula: H8O4
Source: OMol25
Level of theory: wB97M-V/def2-TZVPD

Values from the calculation:
Molecular weight: 72.06 g/mol

```
! RIJCOSX wB97M-V def2-TZVPD def2/J DEFGRID3
* xyz 0 1
O 2.083 1.268 3.566
H 1.761 2.106 3.899
H 1.565 1.108 2.777
O -1.936 -1.692 -0.059
H -1.711 -2.355 0.594
H -1.330 -0.971 0.112
O -0.106 2.055 -0.124
H -0.082 3.006 -0.020
H 0.373 1.890 -0.936
O 0.060 -1.886 -3.405
H -0.522 -1.776 -2.653
H -0.155 -2.753 -3.750
*
```

Results of the natural (NBO) charge analysis, in e, for atoms 1 through 6: -0.937 0.466 0.471 -0.943 0.470 0.474

***

Tell me which of them is the most stable. Sure, it is a.

***

a | Formula: H8O4
Source: OMol25
Level of theory: wB97M-V/def2-TZVPD

Values from the calculation:
Molecular weight: 72.06 g/mol

```
! RIJCOSX wB97M-V def2-TZVPD def2/J DEFGRID3
* xyz 0 1
O -2.886 1.341 -0.172
H -2.513 0.694 -0.771
H -2.504 2.173 -0.449
O -0.241 -0.129 1.914
H -0.335 0.631 1.339
H -0.780 0.080 2.677
O 1.788 -3.287 0.783
H 1.687 -3.180 -0.163
H 1.276 -2.572 1.161
O 1.174 1.624 -2.071
H 2.033 1.818 -1.696
H 1.301 0.807 -2.553
*
```

Results of the natural (NBO) charge analysis, in e, for atoms 1 through 6: -0.939 0.470 0.469 -0.949 0.475 0.473

***

b | Formula: H8O4
Source: OMol25
Level of theory: wB97M-V/def2-TZVPD

Values from the calculation:
Molecular weight: 72.06 g/mol

```
! RIJCOSX wB97M-V def2-TZVPD def2/J DEFGRID3
* xyz 0 1
O -6.186 12.614 -10.065
H -7.060 12.725 -9.691
H -5.589 12.810 -9.343
O -8.222 13.142 -9.367
H -8.574 12.574 -10.052
H -8.847 13.066 -8.646
O -7.593 12.307 -11.486
H -7.895 12.925 -12.152
H -6.902 12.777 -11.019
O -9.682 12.440 -7.361
H -10.564 12.754 -7.164
H -9.209 12.518 -6.532
*
```

Results of the natural (NBO) charge analysis, in e, for atoms 1 through 6: -0.958 0.469 0.470 -0.955 0.509 0.500

***

Tell me which of them is the most stable. Sure, it is a.

***

a | Formula: H8O4
Source: OMol25
Level of theory: wB97M-V/def2-TZVPD

Values from the calculation:
Molecular weight: 72.06 g/mol

```
! RIJCOSX wB97M-V def2-TZVPD def2/J DEFGRID3
* xyz 0 1
O 0.224 -1.186 0.278
H -0.308 -0.651 -0.312
H -0.011 -0.883 1.155
O -1.476 0.126 2.112
H -1.223 0.264 3.025
H -1.589 1.008 1.759
O -0.310 1.788 -0.917
H -0.946 2.397 -0.542
H -0.536 1.746 -1.846
O 2.408 -1.648 -1.437
H 1.625 -1.442 -0.926
H 2.141 -1.520 -2.348
*
```

Results of the natural (NBO) charge analysis, in e, for atoms 1 through 6: -0.970 0.476 0.499 -0.942 0.477 0.473

***

b | Formula: H8O4
Source: OMol25
Level of theory: wB97M-V/def2-TZVPD

Values from the calculation:
Molecular weight: 72.06 g/mol

```
! RIJCOSX wB97M-V def2-TZVPD def2/J DEFGRID3
* xyz 0 1
O 1.426 1.333 0.732
H 1.500 1.677 1.631
H 1.675 2.074 0.160
O -1.467 -2.492 -0.193
H -1.723 -1.552 -0.186
H -1.699 -2.814 0.683
O -1.382 0.315 0.472
H -2.086 0.879 0.814
H -0.555 0.741 0.748
O 1.747 -0.026 -1.861
H 1.698 0.220 -0.927
H 0.866 -0.355 -2.072
*
```

Results of the natural (NBO) charge analysis, in e, for atoms 1 through 6: -0.966 0.488 0.491 -0.959 0.490 0.462

***

Tell me which of them is the most stable. Sure, it is b.